ORCA calculation (ωB97M-V/def2-TZVPD) on a structure of composition C51H108B2F26N12O18S6 at a distorted geometry.

```
223
Properties=species:S:1:pos:R:3:lowdin_charge:R:1
C 2.431 -7.032 0.095 0.051
C 1.039 -7.236 0.561 -0.430
O 0.696 -7.964 1.386 0.196
N 0.021 -6.342 -0.190 0.120
H -0.292 -5.703 0.540 0.096
H 0.446 -5.891 -1.026 0.150
C -1.145 -7.262 -0.594 0.021
H 2.851 -8.026 0.118 0.114
H 2.907 -6.329 0.718 0.070
H 2.407 -6.628 -0.893 0.082
H -1.872 -6.657 -1.076 0.059
H -1.597 -7.619 0.380 0.117
H -0.740 -7.985 -1.262 0.094
C -0.360 4.587 -1.479 0.048
C 0.284 5.922 -1.130 -0.352
O 1.154 6.476 -1.681 0.191
N -0.279 6.579 0.226 0.068
H -1.280 6.625 0.226 0.163
H -0.092 5.739 0.899 0.150
C 0.299 7.871 0.504 -0.022
H -0.629 4.777 -2.520 0.087
H -1.195 4.238 -0.843 0.101
H 0.499 3.914 -1.451 0.097
H 0.021 8.316 1.447 0.109
H -0.042 8.566 -0.257 0.112
H 1.355 7.822 0.377 0.096
C 8.135 6.619 -9.186 0.036
C 7.168 6.598 -8.056 -0.366
O 7.251 6.580 -6.896 0.227
N 5.715 6.489 -8.697 0.068
H 5.524 7.312 -9.250 0.170
H 5.705 5.670 -9.353 0.197
C 4.631 6.300 -7.680 0.009
H 9.132 6.880 -8.848 0.112
H 7.928 7.282 -9.983 0.091
H 8.248 5.546 -9.476 0.134
H 4.840 5.313 -7.215 0.124
H 3.723 6.384 -8.196 0.084
H 4.663 7.093 -6.927 0.114
C 0.689 -7.688 4.925 0.032
C 0.766 -6.464 5.717 -0.392
O 0.904 -6.349 6.894 0.178
N 0.735 -5.141 4.919 0.074
H 1.671 -5.236 4.454 0.170
H 0.157 -5.303 4.082 0.097
C 0.556 -3.968 5.779 -0.010
H 0.635 -8.528 5.615 0.111
H 1.532 -7.808 4.225 0.113
H -0.223 -7.788 4.285 0.107
H 1.415 -3.650 6.360 0.107
H -0.265 -4.160 6.504 0.112
H 0.261 -3.104 5.207 0.088
C -5.450 -5.579 -6.782 0.068
C -6.427 -4.908 -5.786 -0.326
O -7.622 -4.774 -5.919 0.171
N -5.841 -4.366 -4.502 0.093
H -5.328 -5.089 -4.025 0.155
H -5.136 -3.683 -4.726 0.159
C -6.800 -3.747 -3.548 0.041
H -4.459 -5.666 -6.329 0.077
H -5.551 -4.997 -7.653 0.086
H -5.908 -6.582 -6.902 0.125
H -7.510 -3.294 -4.180 0.087
H -6.329 -3.008 -2.926 0.107
H -7.259 -4.489 -2.927 0.113
C 0.789 -2.020 -9.453 0.023
C 0.938 -0.710 -8.722 -0.320
O 1.467 0.275 -9.128 0.177
N 0.250 -0.761 -7.281 0.072
H 0.786 -1.496 -6.763 0.119
H 0.344 0.106 -6.689 0.158
C -1.128 -1.258 -7.371 -0.017
H 0.833 -2.898 -8.777 0.095
H 1.683 -2.158 -10.066 0.114
H -0.120 -2.124 -9.969 0.080
H -1.387 -1.859 -8.232 0.094
H -1.754 -0.286 -7.261 0.125
H -1.284 -1.859 -6.480 0.094
C 0.804 1.982 6.106 -0.083
C 1.839 2.960 6.758 -0.193
C 2.995 3.235 5.756 -0.094
N 3.832 4.478 6.147 -0.258
C 3.081 5.741 5.987 -0.130
C 3.803 6.905 6.611 -0.126
C 4.279 6.679 8.099 -0.137
C 5.091 5.374 8.155 -0.155
C 4.273 4.227 7.583 -0.101
C 5.012 4.439 5.182 0.037
H 0.625 2.100 5.049 0.056
H -0.180 1.945 6.567 0.071
H 1.230 0.980 6.131 0.075
H 2.115 2.378 7.650 0.119
H 1.297 3.837 7.009 0.088
H 2.583 3.534 4.806 0.099
H 3.603 2.353 5.616 0.139
H 2.060 5.529 6.317 0.133
H 2.988 5.919 4.889 0.134
H 3.178 7.754 6.544 0.110
H 4.697 7.074 6.022 0.111
H 3.485 6.614 8.844 0.122
H 4.868 7.504 8.386 0.100
H 5.131 5.033 9.192 0.126
H 6.115 5.508 7.782 0.127
H 3.353 4.165 8.150 0.126
H 4.856 3.327 7.515 0.137
H 5.728 5.284 5.302 0.118
H 4.631 4.506 4.157 0.112
H 5.505 3.501 5.353 0.100
C -3.871 -1.493 6.451 -0.054
C -3.536 -0.121 5.706 -0.193
C -4.364 -0.026 4.412 -0.119
N -4.586 1.343 3.759 -0.236
C -5.131 1.195 2.332 -0.093
C -5.405 2.555 1.680 -0.184
C -6.322 3.463 2.429 -0.181
C -5.856 3.613 3.866 -0.159
C -5.537 2.279 4.560 -0.076
C -3.229 2.036 3.658 0.027
H -4.933 -1.630 6.621 0.078
H -3.325 -1.501 7.381 0.073
H -3.574 -2.332 5.877 0.048
H -2.477 -0.091 5.539 0.088
H -3.826 0.675 6.414 0.109
H -5.401 -0.352 4.592 0.137
H -3.887 -0.653 3.651 0.114
H -5.980 0.481 2.386 0.150
H -4.413 0.633 1.716 0.117
H -5.877 2.415 0.708 0.127
H -4.403 2.944 1.529 0.105
H -7.314 2.969 2.337 0.135
H -6.546 4.389 1.854 0.135
H -6.551 4.070 4.497 0.101
H -4.967 4.256 4.017 0.122
H -6.433 1.640 4.779 0.149
H -5.035 2.436 5.568 0.148
H -2.711 1.562 2.812 0.116
H -2.491 1.849 4.496 0.116
H -3.395 3.048 3.493 0.060
C -0.550 -1.511 -2.232 -0.070
C 0.714 -0.684 -1.932 -0.210
C 1.325 -0.959 -0.573 -0.112
N 2.603 -0.225 -0.343 -0.252
C 3.668 -0.917 -1.193 -0.078
C 5.071 -0.326 -1.025 -0.146
C 5.077 1.152 -1.359 -0.155
C 3.932 1.894 -0.561 -0.161
C 2.598 1.223 -0.727 -0.140
C 2.896 -0.280 1.128 0.055
H -1.311 -1.339 -1.466 0.072
H -0.300 -2.558 -2.051 0.063
H -0.776 -1.287 -3.242 0.029
H 0.483 0.391 -1.993 0.093
H 1.451 -0.723 -2.760 0.094
H 1.568 -1.974 -0.385 0.108
H 0.720 -0.668 0.275 0.138
H 3.249 -0.841 -2.155 0.102
H 3.632 -1.977 -0.860 0.152
H 5.627 -0.789 -1.825 0.119
H 5.425 -0.505 0.030 0.139
H 4.789 1.373 -2.397 0.120
H 6.054 1.562 -1.160 0.110
H 3.742 2.832 -1.041 0.109
H 4.153 2.028 0.481 0.104
H 2.352 1.301 -1.805 0.136
H 1.860 1.852 -0.159 0.144
H 2.113 0.317 1.550 0.097
H 3.894 0.138 1.325 0.108
H 2.798 -1.298 1.443 0.094
B 2.189 -4.147 2.024 -1.258
F 2.108 -5.438 2.541 0.112
F 1.119 -3.402 2.639 0.069
F 3.362 -3.553 2.451 0.141
F 2.097 -4.248 0.609 0.101
B 1.338 4.124 2.051 -1.163
F 1.918 4.822 3.137 0.091
F 1.591 2.727 2.255 0.076
F -0.101 4.418 2.002 0.046
F 1.996 4.518 0.900 0.142
C -1.127 2.856 -5.229 -0.631
F -0.562 2.747 -6.441 0.122
F -0.302 3.490 -4.429 0.145
F -2.281 3.592 -5.399 0.101
S -1.633 1.179 -4.570 0.589
O -2.747 0.616 -5.313 -0.282
O -0.433 0.396 -4.609 -0.306
N -1.984 1.729 -3.152 -0.299
S -3.310 1.531 -2.330 0.605
O -4.007 0.296 -2.600 -0.278
O -3.109 2.025 -0.966 -0.320
C -4.337 2.899 -2.999 -0.761
F -4.653 2.627 -4.233 0.173
F -5.389 2.885 -2.237 0.159
F -3.783 4.100 -2.914 0.150
C -3.741 -2.475 0.694 -0.674
F -3.785 -3.315 -0.320 0.135
F -3.922 -1.258 0.148 0.109
F -4.806 -2.714 1.468 0.145
S -2.103 -2.583 1.502 0.589
O -1.173 -3.097 0.526 -0.272
O -1.918 -1.347 2.219 -0.296
N -2.336 -3.625 2.676 -0.286
S -2.114 -5.163 2.371 0.646
O -2.895 -5.657 1.239 -0.281
O -0.739 -5.620 2.427 -0.313
C -2.964 -5.838 3.890 -0.570
F -4.122 -5.160 4.077 0.129
F -3.204 -7.144 3.784 0.160
F -2.125 -5.681 5.002 0.077
C -2.221 -5.016 -3.828 -0.585
F -2.359 -4.661 -2.544 0.135
F -3.067 -6.042 -4.079 0.090
F -2.740 -3.952 -4.604 0.040
S -0.575 -5.537 -4.435 0.572
O -0.085 -6.364 -3.345 -0.281
O -0.831 -6.028 -5.722 -0.217
N -0.049 -4.076 -4.349 -0.287
S 1.215 -3.517 -5.056 0.551
O 1.398 -3.955 -6.410 -0.257
O 1.176 -2.150 -4.741 -0.276
C 2.621 -4.157 -4.067 -0.688
F 3.664 -3.386 -4.352 0.142
F 2.316 -4.011 -2.758 0.111
F 2.982 -5.391 -4.254 0.196
```

Summary:
Highest occupied orbital energy (eV): -16.1
Energy (eV): -246370.4488
HOMO-LUMO gap (eV): 9.267
Charge: +4